The following is a DFT calculation (the ωB97M-V functional and the def2-TZVPD basis) of C6H6N2O as an isolated structure in a non-equilibrium geometry.

* total charge: 0
* frontier orbital gap: 8.25 eV
* energy relative to the best compared isomer or geometry (same formula, charge and spin): 178.0 kcal per mole

Each line ends with the Mulliken charge.
CARTESIAN COORDINATES (ANGSTROEM)
1 C -1.16954 0.97793 -1.56354  -0.32
2 C -1.09300 -0.90644 -0.05223  -0.11
3 C -0.03208 -0.50496 0.63772  -0.35
4 C 1.23081 0.10921 0.29370  0.64
5 C 2.05412 0.54703 1.45421  -0.63
6 C 2.86600 0.73134 2.29011  0.22
7 H -1.59628 0.82881 -0.44107  0.35
8 H -0.42553 2.01252 -1.97662  0.24
9 H -2.31989 -1.66187 -1.83910  0.31
10 H -1.63594 -1.79988 0.53141  0.19
11 H -0.22606 -0.83329 1.86690  0.09
12 H 3.36284 1.14266 3.25218  0.34
13 N -1.18310 -0.07301 -2.27532  -0.46
14 N -1.44667 -1.09061 -1.36814  0.02
15 O 1.61432 0.52056 -0.81019  -0.54

The following is a DFT calculation (the ωB97M-V functional and the def2-TZVPD basis) of C7H10ErI2O3S as an isolated structure in a non-equilibrium geometry.

* total charge: +3
* frontier orbital gap (alpha / beta): 7.41 / 6.24 eV
* spin multiplicity: 4
* energy relative to the best compared isomer or geometry (same formula, charge and spin): 4.6 kcal per mole

Each line ends with the Mulliken charge.
CARTESIAN COORDINATES (ANGSTROEM)
1 C -2.15270 -2.50473 -0.62096  -1.32
2 C -1.53853 -1.54643 -1.60406  0.41
3 I -1.85235 -1.97316 -3.53748  0.59
4 C -0.76575 -0.48069 -1.16533  -0.27
5 I 0.15699 0.83086 -2.55735  0.60
6 C -0.40449 -0.22388 0.25407  0.04
7 C -0.55822 1.23019 0.78783  -1.26
8 C 0.69757 2.10408 0.93487  0.37
9 C 1.96887 1.35004 1.25647  -0.71
10 O 2.17060 0.32460 0.23519  -0.26
11 S 1.27433 -0.96197 0.43977  1.31
12 O 1.47208 -1.76491 -0.71976  -0.54
13 O 1.38295 -1.43409 1.76521  -0.54
14 H -2.97407 -3.05526 -1.07328  0.50
15 H -2.55466 -1.98276 0.24956  0.36
16 H -1.38412 -3.21308 -0.29044  0.40
17 H -1.03513 -0.86949 0.86879  0.36
18 H -1.02429 1.15069 1.77041  0.45
19 H -1.29588 1.73259 0.15803  0.38
20 H 0.83815 2.73759 0.03273  -0.38
21 H 0.53150 2.81222 1.75034  0.40
22 H 1.95219 0.88392 2.24206  0.40
23 H 2.84900 1.98952 1.21586  0.36
24 Er 2.24594 2.86415 -2.39254  1.34

The following is a DFT calculation (the ωB97M-V functional and the def2-TZVPD basis) of an isolated ion of composition C2H4F3N2 and charge +1 in a non-equilibrium geometry.

* total charge: +1
* frontier orbital gap: 12.91 eV
* SMILES: NC(=[NH2+])C(F)(F)F
* energy relative to the best compared isomer or geometry (same formula, charge and spin): 13.7 kcal per mole

Each line ends with the Mulliken charge.
CARTESIAN COORDINATES (ANGSTROEM)
1 N 0.95806 -0.91972 0.65673  -0.29
2 C 0.36219 0.04837 0.01634  0.38
3 N 0.88607 1.06268 -0.58606  -0.26
4 C -1.51374 -0.07944 0.07420  0.78
5 F -1.83834 0.82465 1.00025  -0.15
6 F -1.76642 -1.30006 0.27368  -0.17
7 F -1.80898 0.29039 -1.19531  -0.19
8 H 0.49206 -1.64714 1.09284  0.22
9 H 1.88437 -1.11149 0.45803  0.23
10 H 0.49624 1.79228 -1.07799  0.22
11 H 1.84848 1.03949 -0.71270  0.22

The following is a DFT calculation (the ωB97M-V functional and the def2-TZVPD basis) of one molecule with the formula C6H4O.

* total charge: 0
* frontier orbital gap: 9.86 eV
* SMILES: C#CC=C=C1CO1
* energy relative to the best compared isomer or geometry (same formula, charge and spin): 87.6 kcal per mole

Each line ends with the Mulliken charge.
CARTESIAN COORDINATES (ANGSTROEM)
1 C 3.56806 0.26638 0.38688  0.47
2 C 2.38380 0.32847 0.16978  -0.51
3 C 1.03057 0.61895 -0.19290  -0.92
4 C -0.09125 0.03132 0.16387  0.14
5 C -1.35858 -0.22440 0.20546  0.31
6 C -2.61351 -0.75296 -0.25055  -0.23
7 O -2.46875 0.08825 0.92600  -0.38
8 H 4.61594 0.20818 0.58377  0.39
9 H 0.92997 1.48189 -0.85176  0.30
10 H -2.90408 -1.77605 -0.04065  0.22
11 H -3.09219 -0.27002 -1.09990  0.20

The following is a DFT calculation (the ωB97M-V functional and the def2-TZVPD basis) of C13H30EuN4O7 as an isolated structure in a non-equilibrium geometry.

* total charge: +1
* frontier orbital gap (alpha / beta): 4.76 / 4.76 eV
* spin multiplicity: 7

Each line ends with the Mulliken charge.
CARTESIAN COORDINATES (ANGSTROEM)
1 O -1.50070 -1.43511 -4.77124  -0.52
2 H -1.06545 -2.02494 -5.41181  0.31
3 Eu -0.00731 0.03472 -0.04810  -0.29
4 N -1.31530 0.14058 1.60819  0.56
5 N -1.64222 0.82724 -1.04119  1.01
6 N 1.65596 -0.32579 1.15178  0.38
7 N 1.36700 0.04846 -1.53008  0.75
8 O -1.03834 -0.29249 2.79756  -0.87
9 O 1.74125 -0.50206 2.52091  -0.54
10 O 1.13027 0.32956 -2.85297  -0.39
11 O -1.49535 1.35436 -2.16001  -0.75
12 C -2.65715 1.10664 -0.13918  0.55
13 C -2.49359 0.75619 1.23298  0.17
14 C 2.79233 -0.27750 0.37675  0.46
15 C 2.63648 -0.02080 -1.01769  0.54
16 C -3.46416 0.98314 2.31675  -1.69
17 H -3.00628 1.58451 3.11754  0.28
18 H -3.76505 0.02119 2.76049  0.35
19 H -4.37719 1.50068 2.00656  0.43
20 C -3.83064 1.76785 -0.74219  -1.75
21 H -4.19381 1.17066 -1.59331  0.33
22 H -3.55010 2.75682 -1.13553  0.29
23 H -4.67066 1.90787 -0.05946  0.44
24 C 4.10660 -0.45391 1.01007  -1.67
25 C 3.78180 0.15334 -1.92935  -1.84
26 H 4.09826 -1.01880 1.95194  0.43
27 H 4.57559 0.52169 1.22017  0.33
28 H 4.76998 -1.00087 0.32918  0.46
29 H 3.57416 0.73079 -2.84064  0.42
30 H 4.16274 -0.82979 -2.24662  0.41
31 H 4.59266 0.67644 -1.41087  0.46
32 H 0.77401 -0.46272 2.81430  0.42
33 H 0.16459 0.15562 -2.96474  0.34
34 C -1.34123 -2.07889 -3.50203  -0.47
35 H -2.04529 -1.67981 -2.75635  0.11
36 H -0.28441 -2.11890 -3.18980  0.19
37 H -1.63941 -3.11143 -3.63971  0.43
38 O -0.35380 -2.26163 0.52959  -0.66
39 H 0.55588 -1.86068 0.61263  0.52
40 H -0.99123 -1.62825 0.96076  0.53
41 C 2.13012 4.24825 0.01294  -1.61
42 C 1.87874 2.76500 0.01324  -0.10
43 O 0.48329 2.38467 0.17259  0.08
44 C -0.20588 3.09595 1.25213  -0.25
45 C 0.37332 2.82353 2.61475  -1.18
46 H 1.55261 4.72983 -0.78301  0.35
47 H 3.19806 4.39591 -0.19523  0.49
48 H 1.92392 4.71603 0.97545  0.35
49 H 2.17781 2.39908 -0.97288  0.26
50 H 2.45865 2.25700 0.80900  0.37
51 H -1.26469 2.83067 1.19549  0.14
52 H -0.19734 4.14916 0.98698  0.57
53 H 1.41535 3.15580 2.70108  0.30
54 H -0.21887 3.38733 3.34325  0.48
55 H 0.31946 1.76231 2.89083  0.28

The following is a DFT calculation (the ωB97M-V functional and the def2-TZVPD basis) of C9H9FO5SSr as an isolated structure in a non-equilibrium geometry.

* total charge: +2
* frontier orbital gap: 3.65 eV

Each line ends with the Mulliken charge.
CARTESIAN COORDINATES (ANGSTROEM)
1 O 3.89915 0.91119 2.10007  -0.87
2 C 2.80338 0.85767 1.29251  0.61
3 O 2.87510 -0.11856 0.18681  -0.30
4 C 1.50766 -0.47208 -0.29959  -0.16
5 C 1.18619 0.57027 -1.53333  -0.43
6 O -0.12539 0.38126 -2.17239  -0.34
7 C -1.19741 0.42297 -1.16315  0.19
8 C -1.45798 1.67970 -0.11678  -0.31
9 C -2.68324 1.59255 1.00361  -0.45
10 C -3.61365 0.20499 1.07300  -0.35
11 C -3.38732 -1.06470 0.04245  -0.42
12 C -2.16866 -0.90976 -1.05647  -0.11
13 S 1.64871 -2.28476 -0.86994  1.13
14 O 2.50527 -2.45660 -2.14703  -0.48
15 O 2.44070 -3.01119 0.28631  -0.54
16 F 0.13636 -3.08562 -0.98418  -0.20
17 H 1.87769 1.59345 1.44369  0.16
18 H 0.79858 -0.34040 0.63127  0.53
19 H 2.05582 0.48770 -2.34110  0.36
20 H 1.23711 1.66164 -1.06584  0.23
21 H -0.77252 2.63510 -0.17311  0.37
22 H -2.85984 2.51288 1.71885  0.32
23 H -4.47320 0.10958 1.86077  0.33
24 H -3.99606 -2.07033 0.05402  0.33
25 H -1.96324 -1.80301 -1.78572  0.39
26 Sr 3.72680 1.99603 4.01526  2.02